{"formula": "C41H43Cl4N6OPPd", "method": "ωB97M-V with the def2-TZVPD basis set", "charge": 2, "homo_energy_ev": [-12.325, -12.325], "gap_ev": [5.1, 5.1], "species": ["Pd", "Cl", "C", "C", "C", "Cl", "C", "O", "C", "Cl", "C", "H", "H", "C", "C", "C", "C", "C", "C", "C", "N", "C", "N", "C", "C", "C", "C", "C", "C", "C", "N", "C", "C", "C", "C", "C", "C", "C", "H", "H", "H", "H", "H", "H", "H", "H", "H", "H", "H", "H", "H", "H", "H", "H", "H", "H", "H", "H", "H", "H", "C", "N", "C", "N", "C", "N", "C", "P", "C", "C", "H", "H", "H", "H", "H", "H", "H", "H", "H", "H", "H", "H", "H", "Cl", "C", "C", "C", "C", "C", "C", "C", "H", "H", "H", "H", "H", "H"], "xyz": [[0.151, -0.139, -0.040], [-2.698, -6.699, 0.545], [-1.914, -5.282, -0.028], [-1.213, -4.476, 0.861], [-0.562, -3.361, 0.379], [0.270, -2.277, 1.451], [-0.565, -2.986, -0.990], [0.117, -1.964, -1.427], [-1.361, -3.804, -1.834], [-1.557, -3.313, -3.471], [-2.004, -4.935, -1.369], [-1.185, -4.718, 1.914], [-2.593, -5.537, -2.048], [-2.225, 6.185, 2.416], [-1.511, 5.519, 3.557], [-1.307, 6.176, 4.764], [-0.655, 5.564, 5.823], [-0.231, 4.250, 5.699], [-0.426, 3.571, 4.509], [-1.033, 4.210, 3.425], [-1.232, 3.537, 2.195], [-0.414, 2.618, 1.604], [0.867, 2.644, 2.017], [1.965, 1.894, 1.610], [1.875, 0.783, 0.782], [3.023, 0.078, 0.473], [4.255, 0.459, 0.970], [4.347, 1.588, 1.769], [3.222, 2.326, 2.087], [3.343, 3.585, 2.902], [-0.824, 1.854, 0.629], [-2.156, 1.999, 0.161], [-3.250, 1.668, 0.964], [-4.541, 1.882, 0.511], [-4.752, 2.457, -0.735], [-3.669, 2.769, -1.541], [-2.362, 2.521, -1.126], [-1.191, 2.843, -2.013], [-2.490, 7.208, 2.671], [-3.150, 5.652, 2.176], [-1.602, 6.206, 1.520], [-1.669, 7.189, 4.878], [-0.492, 6.100, 6.747], [0.232, 3.742, 6.533], [-0.142, 2.530, 4.427], [-2.086, 3.741, 1.699], [1.070, 3.372, 2.686], [2.959, -0.780, -0.181], [5.143, -0.112, 0.733], [5.315, 1.902, 2.137], [4.391, 3.830, 3.048], [2.892, 3.480, 3.893], [2.877, 4.433, 2.395], [-3.080, 1.235, 1.942], [-5.381, 1.616, 1.139], [-5.760, 2.649, -1.077], [-3.832, 3.230, -2.507], [-1.490, 2.806, -3.060], [-0.367, 2.146, -1.847], [-0.816, 3.847, -1.806], [4.255, -3.661, -4.406], [4.944, -2.840, -3.319], [5.070, -3.717, -2.075], [3.814, -4.245, -1.687], [3.192, -4.995, -2.770], [3.011, -4.151, -3.941], [1.997, -3.121, -3.744], [2.375, -1.916, -2.348], [4.150, -1.615, -3.010], [2.904, -3.252, -1.123], [4.914, -4.493, -4.658], [4.119, -3.022, -5.279], [5.878, -2.582, -3.641], [5.480, -3.100, -1.274], [5.763, -4.526, -2.311], [2.224, -5.367, -2.437], [3.829, -5.841, -3.034], [1.044, -3.602, -3.542], [1.886, -2.546, -4.666], [4.708, -1.010, -2.293], [4.051, -1.030, -3.927], [2.006, -3.769, -0.781], [3.378, -2.799, -0.249], [-4.736, -1.692, -3.349], [-4.394, -1.778, -1.675], [-5.211, -2.533, -0.869], [-4.961, -2.624, 0.496], [-3.877, -1.945, 1.062], [-3.054, -1.197, 0.271], [-3.255, -1.082, -1.141], [-2.393, -0.372, -1.935], [-6.050, -3.058, -1.303], [-5.613, -3.217, 1.123], [-3.691, -2.013, 2.126], [-2.224, -0.658, 0.716], [-1.489, 0.127, -1.555], [-2.568, -0.269, -2.996]], "atomic_forces_ev_per_a": [[1.6, 3.1, 1.2], [-0.1, -0.2, 0.1], [0.1, 0.4, -0.1], [0.0, -0.1, 0.1], [-0.1, 0.1, -0.6], [0.2, -0.5, 0.6], [0.0, -0.3, 0.2], [-1.0, 0.2, 0.1], [0.2, 0.2, 0.6], [0.0, 0.1, -0.3], [-0.1, -0.1, 0.0], [0.0, 0.0, 0.0], [0.0, 0.0, 0.0], [0.0, -0.1, 0.0], [0.1, -0.1, -0.2], [0.0, 0.0, 0.1], [0.0, -0.1, 0.0], [0.0, 0.1, 0.0], [-0.2, -0.1, -0.2], [0.2, 0.2, 0.5], [-0.1, -0.2, -0.2], [0.0, 0.5, -0.1], [-0.1, 0.2, 0.4], [-0.3, -0.2, -0.3], [-1.0, -1.0, -0.3], [-0.1, -0.2, -0.3], [0.0, 0.1, 0.0], [0.0, -0.1, -0.1], [0.0, -0.1, -0.1], [0.0, -0.1, 0.0], [0.6, -1.7, -0.6], [-0.3, 0.3, 0.1], [0.2, 0.0, -0.1], [-0.1, 0.0, 0.0], [0.0, -0.1, 0.0], [-0.1, -0.2, -0.1], [0.2, 0.0, 0.2], [-0.1, 0.0, 0.0], [0.0, 0.0, 0.0], [0.0, 0.1, -0.1], [0.0, 0.0, 0.0], [0.0, 0.0, 0.0], [0.0, 0.0, 0.0], [0.0, 0.0, 0.0], [0.0, 0.0, 0.0], [0.0, -0.1, 0.0], [0.0, 0.0, 0.0], [-0.1, 0.0, 0.1], [0.0, 0.0, 0.0], [0.0, 0.1, 0.0], [0.0, 0.0, 0.0], [0.0, 0.0, 0.0], [0.0, 0.0, 0.0], [0.0, 0.1, 0.0], [0.0, 0.0, 0.0], [0.0, 0.0, 0.0], [0.0, -0.1, 0.0], [0.0, 0.1, 0.0], [0.0, 0.1, 0.0], [0.1, 0.0, 0.0], [-0.2, -0.2, -0.2], [0.2, 0.0, -0.1], [0.0, -0.2, 0.3], [-0.1, -0.2, 0.2], [0.1, 0.1, 0.0], [-0.1, -0.2, -0.2], [-0.1, 0.3, 0.2], [1.1, -0.1, -0.6], [-0.5, 0.2, 0.2], [-0.2, 0.3, -0.1], [0.1, 0.1, 0.1], [0.1, 0.1, 0.1], [0.0, 0.0, 0.0], [0.1, 0.0, -0.1], [0.0, 0.1, -0.1], [0.0, 0.0, 0.0], [0.0, 0.0, 0.0], [0.0, 0.0, 0.0], [-0.1, 0.0, 0.0], [0.1, -0.1, 0.0], [0.1, 0.0, 0.0], [0.0, 0.0, 0.1], [-0.1, 0.0, 0.0], [-0.1, 0.0, 0.2], [0.0, 0.1, -0.5], [-0.3, -0.2, -0.1], [0.3, 0.3, -0.2], [0.0, -0.1, 0.3], [0.3, 0.0, 0.0], [-0.1, 0.0, 0.1], [0.2, 0.2, 0.2], [0.0, 0.0, 0.0], [0.0, 0.0, 0.0], [0.0, 0.0, 0.0], [0.1, -0.2, -0.1], [-0.6, -0.3, -0.2], [0.0, -0.1, -0.1]]}

{"formula": "C41H43F4N6O6PS2Si2Zr", "method": "ωB97M-V with the def2-TZVPD basis set", "homo_energy_ev": -7.222, "gap_ev": 5.7, "relative_energy_kcal_mol": 37.55, "species": ["Zr", "N", "P", "C", "C", "C", "C", "C", "C", "C", "C", "C", "C", "C", "C", "C", "C", "C", "C", "C", "N", "H", "H", "H", "H", "H", "H", "H", "H", "H", "H", "H", "H", "H", "H", "H", "C", "Si", "C", "C", "N", "C", "C", "C", "C", "C", "C", "F", "H", "H", "H", "H", "H", "H", "H", "H", "H", "H", "H", "H", "H", "F", "C", "F", "F", "S", "O", "O", "O", "C", "Si", "C", "C", "C", "C", "H", "H", "H", "H", "H", "H", "H", "H", "H", "O", "S", "O", "O", "C", "N", "C", "C", "C", "N", "C", "C", "C", "N", "C", "C", "H", "H", "H", "H", "H", "H"], "xyz": [[0.382, -0.292, -0.181], [-1.726, 1.178, 3.171], [-0.201, 0.544, 2.799], [0.886, 1.071, 4.164], [0.670, 0.662, 5.480], [1.503, 1.106, 6.492], [2.565, 1.956, 6.200], [2.786, 2.368, 4.896], [1.943, 1.930, 3.881], [-0.463, -1.201, 3.292], [-1.712, -1.809, 3.274], [-1.837, -3.165, 3.562], [-0.716, -3.920, 3.865], [0.538, -3.316, 3.892], [0.662, -1.968, 3.610], [-2.431, 2.140, 2.457], [-3.803, 2.304, 2.683], [-4.474, 3.254, 1.948], [-3.779, 4.008, 1.007], [-2.427, 3.770, 0.871], [-1.751, 2.868, 1.586], [-2.193, 0.812, 3.988], [-0.136, -0.024, 5.713], [1.333, 0.783, 7.511], [3.217, 2.296, 6.994], [3.609, 3.031, 4.665], [2.109, 2.264, 2.865], [-2.592, -1.243, 2.993], [-2.815, -3.630, 3.539], [-0.813, -4.977, 4.076], [1.417, -3.901, 4.129], [1.644, -1.506, 3.631], [-4.318, 1.684, 3.406], [-5.536, 3.403, 2.097], [-4.271, 4.757, 0.404], [-1.841, 4.341, 0.157], [5.062, -0.416, -0.742], [3.730, -0.863, 0.502], [4.395, -0.778, 2.255], [3.180, -2.605, 0.136], [2.343, 0.251, 0.344], [2.583, 1.633, 0.417], [3.809, 2.238, 0.720], [3.948, 3.618, 0.753], [2.875, 4.459, 0.492], [1.637, 3.902, 0.201], [1.550, 2.537, 0.193], [0.308, 1.966, -0.094], [5.538, -1.332, -1.099], [5.845, 0.208, -0.310], [4.677, 0.114, -1.615], [4.605, -1.782, 2.631], [3.679, -0.309, 2.934], [5.325, -0.209, 2.313], [4.094, -3.205, 0.111], [2.697, -2.735, -0.835], [2.523, -3.025, 0.895], [4.667, 1.618, 0.939], [4.916, 4.041, 0.987], [2.994, 5.533, 0.517], [0.756, 4.499, 0.011], [-1.450, -1.407, -2.015], [-0.892, -2.610, -1.732], [-1.386, -3.518, -2.530], [0.435, -2.417, -2.022], [-0.934, -3.160, 0.141], [-1.545, -0.024, 0.242], [-0.409, -4.501, 0.020], [0.259, -2.148, 0.479], [-4.761, -3.840, 0.261], [-5.328, -2.060, 0.350], [-6.380, -1.631, -1.127], [-6.261, -1.767, 1.943], [-3.832, -1.007, 0.347], [-2.714, -0.542, 0.282], [-5.586, -4.528, 0.460], [-3.977, -4.040, 0.994], [-4.366, -4.080, -0.729], [-7.295, -2.226, -1.146], [-5.834, -1.823, -2.053], [-6.661, -0.576, -1.117], [-7.205, -2.315, 1.951], [-6.484, -0.706, 2.076], [-5.674, -2.098, 2.803], [3.532, -0.248, -10.247], [3.038, -0.994, -9.114], [3.987, -1.186, -8.035], [2.217, -2.149, -9.425], [1.799, 0.119, -8.373], [1.045, 0.882, -9.174], [0.168, 1.680, -8.593], [0.005, 1.754, -7.213], [0.808, 0.899, -6.480], [1.692, 0.091, -7.049], [0.783, 0.807, -4.998], [1.843, 0.160, -4.358], [1.809, 0.009, -2.994], [0.798, 0.478, -2.236], [-0.197, 1.143, -2.850], [-0.254, 1.308, -4.213], [-0.436, 2.297, -9.251], [-0.692, 2.447, -6.763], [2.653, -0.242, -4.953], [2.603, -0.506, -2.468], [-0.989, 1.521, -2.214], [-1.102, 1.814, -4.652]], "atomic_forces_ev_per_a": [[1.0, 0.7, 1.1], [0.0, 0.0, 0.0], [0.1, -0.4, 0.0], [0.1, 0.2, -0.1], [0.0, 0.0, 0.0], [0.0, 0.0, 0.0], [0.0, 0.0, 0.0], [0.0, 0.0, 0.0], [0.0, 0.0, 0.1], [0.0, 0.1, 0.1], [0.0, 0.0, -0.1], [0.0, 0.0, 0.0], [0.0, 0.0, 0.0], [0.0, 0.0, 0.0], [0.0, 0.0, 0.0], [0.0, 0.0, 0.0], [0.0, 0.0, 0.0], [0.0, 0.0, 0.0], [0.0, 0.0, 0.0], [0.0, 0.0, 0.0], [0.0, 0.0, 0.0], [-0.1, 0.0, 0.0], [0.0, 0.0, 0.0], [0.0, 0.0, 0.0], [0.0, 0.0, 0.0], [0.0, 0.0, 0.0], [0.0, 0.0, 0.0], [0.0, 0.0, 0.0], [0.0, 0.0, 0.0], [0.0, 0.0, 0.0], [0.0, 0.0, 0.0], [0.0, 0.0, 0.0], [0.0, 0.0, 0.0], [0.0, 0.0, 0.0], [0.0, 0.0, 0.0], [0.0, 0.0, 0.0], [0.0, 0.0, 0.0], [0.0, 0.0, 0.1], [0.0, 0.0, 0.0], [-0.1, 0.0, 0.0], [-0.3, 0.2, -0.2], [0.1, -0.1, 0.1], [0.0, 0.0, 0.0], [0.0, 0.0, 0.0], [0.0, 0.0, 0.0], [0.0, 0.0, 0.1], [0.1, 0.0, -0.1], [0.1, 0.2, 0.0], [0.0, 0.0, 0.0], [0.0, 0.0, 0.0], [0.0, 0.0, 0.0], [0.0, 0.0, 0.0], [0.0, 0.0, 0.0], [0.0, 0.0, 0.0], [0.0, 0.0, 0.0], [0.0, 0.0, 0.0], [0.0, 0.0, 0.0], [0.0, 0.0, 0.0], [0.0, 0.0, 0.0], [0.0, 0.0, 0.0], [0.0, 0.0, 0.0], [-0.1, -0.3, 0.2], [0.4, -0.2, 0.1], [0.0, 0.0, 0.0], [-0.2, -0.2, -0.2], [0.0, -0.1, -0.5], [-0.7, 0.3, -0.3], [0.1, 0.0, 0.1], [-0.4, -0.5, -0.1], [0.0, 0.0, 0.0], [0.0, 0.1, 0.0], [0.0, 0.0, 0.0], [0.0, 0.0, 0.0], [0.1, -0.1, -0.1], [-0.1, 0.3, 0.2], [0.0, 0.0, 0.0], [0.0, 0.0, 0.0], [0.0, 0.0, 0.0], [0.0, 0.0, 0.0], [0.0, 0.0, 0.0], [0.0, 0.0, 0.0], [0.0, 0.0, 0.0], [0.0, 0.0, 0.0], [0.0, 0.0, 0.0], [0.0, 0.0, 0.0], [0.0, 0.0, 0.0], [0.0, 0.0, 0.0], [0.0, 0.0, 0.0], [-0.1, 0.0, 0.0], [0.0, 0.0, 0.0], [0.0, 0.0, 0.0], [0.0, 0.0, 0.0], [0.0, 0.0, 0.1], [0.0, 0.0, -0.1], [0.0, 0.0, -0.1], [0.0, 0.0, 0.1], [0.0, 0.0, 0.0], [-0.2, -0.1, -0.5], [-0.2, 0.0, 0.0], [0.2, 0.1, 0.0], [0.0, 0.0, 0.0], [0.0, 0.0, 0.0], [0.0, 0.0, 0.0], [0.0, 0.0, 0.0], [0.0, 0.0, 0.0], [0.0, 0.0, 0.0]]}